P) The following is a quantum chemistry calculation of a cluster of 2 separate species, C6H16O in total, from the OMol25 dataset.

Calculated values
HOMO-LUMO gap: 11.5036 eV
multiplicity: 1

CARTESIAN COORDINATES (ANGSTROEM)
C (0.8593, -2.5673, -0.9685)
C (-0.1905, -1.8711, -0.0730)
C (0.0613, -0.3635, 0.1625)
C (1.4750, -0.0440, 0.5875)
C (-1.1634, 0.2071, 0.9203)
C (-0.8663, 1.6244, 1.5053)
H (1.8580, -2.7395, -0.5770)
H (1.0122, -1.8928, -1.8219)
H (0.3963, -3.4657, -1.3729)
H (-1.0681, -1.8986, -0.7271)
H (-0.4601, -2.4237, 0.8272)
H (-0.0715, 0.0733, -0.8388)
H (2.1565, 0.1357, -0.2466)
H (1.4941, 0.9112, 1.1117)
H (1.9825, -0.7781, 1.2160)
H (-1.4394, -0.3897, 1.7990)
H (-2.0633, 0.1508, 0.3084)
H (-0.1743, 1.4257, 2.3081)
H (-1.7495, 2.2022, 1.7482)
H (-0.2912, 2.1594, 0.7410)
O (-0.2919, 3.4561, -2.3671)
H (-0.2765, 2.4928, -2.2512)
H (-1.1892, 3.5954, -1.9910)

Results of the Löwdin charge analysis, in e, for atoms 1 through 8: atom 1 (C): -0.1087, atom 2 (C): -0.2382, atom 3 (C): -0.4025, atom 4 (C): -0.0748, atom 5 (C): -0.2254, atom 6 (C): -0.1005, atom 7 (H): 0.0634, atom 8 (H): 0.0739

Q) The following is a quantum chemistry calculation of a cluster of 2 separate species, C6H16O in total, from the OMol25 dataset.

Calculated values
HOMO-LUMO gap: 11.3442 eV
multiplicity: 1

CARTESIAN COORDINATES (ANGSTROEM)
C (1.6266, 0.7270, 0.4496)
C (1.1013, -0.4398, 1.2944)
C (0.5005, -1.4876, 0.3602)
C (2.0429, -0.9255, 2.3788)
H (2.4892, 0.3995, -0.1381)
H (2.1248, 1.5408, 0.9900)
H (0.9272, 1.0850, -0.2990)
H (0.2530, 0.0496, 1.7931)
H (1.2640, -2.1075, -0.1222)
H (-0.1222, -2.1692, 0.9401)
H (0.0207, -0.9776, -0.4713)
H (1.4686, -1.3157, 3.2174)
H (2.6764, -1.7392, 2.0282)
H (2.6237, -0.0998, 2.7967)
C (-2.6815, 0.6583, -2.4404)
C (-1.5687, 1.1064, -1.5164)
O (-1.9476, 1.0008, -0.1333)
H (-3.0758, -0.3277, -2.2120)
H (-2.3914, 0.7612, -3.4830)
H (-3.5351, 1.3255, -2.2951)
H (-0.6142, 0.6250, -1.7058)
H (-1.4808, 2.1882, -1.6136)
H (-1.7015, 0.1223, 0.1816)

Results of the Löwdin charge analysis, in e, for atoms 1 through 8: atom 1 (C): -0.0878, atom 2 (C): -0.4898, atom 3 (C): -0.0809, atom 4 (C): -0.0785, atom 5 (H): 0.0781, atom 6 (H): 0.0792, atom 7 (H): 0.0479, atom 8 (H): 0.1204

Which structure wins on stability? P) wins.

P) The following is a quantum chemistry calculation of a cluster of 2 separate species, CH3F2NO in total, from the OMol25 dataset.

Calculated values
HOMO-LUMO gap (spin up / spin down): 9.0476 / 9.1285 eV
multiplicity: 1

CARTESIAN COORDINATES (ANGSTROEM)
C (-0.1626, -1.1185, 0.5355)
N (-0.0177, 1.4909, -0.4329)
O (-0.4700, 0.8589, 0.6211)
F (0.9707, -1.3959, 1.2894)
F (0.0786, -1.0587, -0.7597)
H (-0.9590, -1.8246, 0.7272)
H (-0.4587, 1.2972, -1.3965)
H (1.0186, 1.7508, -0.5841)

Charge distribution, Löwdin scheme, values in e: atom 1 (C): -0.1588, atom 2 (N): -0.1179, atom 3 (O): -0.1812, atom 4 (F): 0.0265, atom 5 (F): 0.0446, atom 6 (H): 0.1350, atom 7 (H): 0.1233, atom 8 (H): 0.1286

Q) The following is a quantum chemistry calculation of the molecule CH3F2NO, from the OMol25 dataset.

Calculated values
HOMO-LUMO gap: 10.9343 eV
multiplicity: 1

CARTESIAN COORDINATES (ANGSTROEM)
N (-0.3649, 0.0507, -0.9378)
C (-0.2620, -0.3119, 0.8439)
O (0.9891, -0.5828, 1.1469)
F (-0.7744, 0.7613, 1.4821)
F (-1.1180, -1.3164, 1.0547)
H (0.4452, 0.6498, -1.0696)
H (-1.2055, 0.6196, -0.9964)
H (1.0553, -1.0732, 1.9824)

Charge distribution, Löwdin scheme, values in e: atom 1 (N): 0.0951, atom 2 (C): -0.6248, atom 3 (O): 0.1306, atom 4 (F): 0.0916, atom 5 (F): 0.1138, atom 6 (H): 0.0254, atom 7 (H): 0.0273, atom 8 (H): 0.1410

Which structure wins on stability? Q) wins.

P) The following is a quantum chemistry calculation of a cluster of 4 separate species, C2H12NO4 in total, from the OMol25 dataset.

Calculated values
HOMO-LUMO gap: 8.5672 eV
multiplicity: 1
charge: -1

CARTESIAN COORDINATES (ANGSTROEM)
C (-0.7358, 0.2525, 1.5771)
N (-0.5760, -0.1005, 0.1713)
C (-0.1680, -1.5125, 0.0373)
O (1.0261, -1.8058, 0.7358)
H (-1.6326, -0.2130, 1.9932)
H (0.0962, 0.2107, 2.2792)
H (-1.0257, 1.3187, 1.5581)
H (0.2537, 0.4054, -0.1440)
H (-0.9878, -2.0249, 0.5422)
H (0.0661, -1.7119, -1.0063)
H (-2.0790, 0.0051, -0.6468)
H (-2.9839, -0.9485, -1.4947)
O (-3.0070, -0.1236, -1.0123)
H (3.1468, 0.3628, -0.2100)
H (1.7195, -1.2913, 0.2222)
O (2.2781, 0.1700, -0.5570)
H (1.9352, 1.6365, -1.3488)
H (1.1453, 2.8952, -0.9603)
O (1.5287, 2.4749, -1.7363)

Results of the Löwdin charge analysis, in e, for atoms 1 through 8: atom 1 (C): -0.1364, atom 2 (N): -0.1341, atom 3 (C): -0.3121, atom 4 (O): -0.1287, atom 5 (H): 0.0733, atom 6 (H): 0.0732, atom 7 (H): 0.0763, atom 8 (H): 0.0703

Q) The following is a quantum chemistry calculation of a cluster of 4 separate species, C2H12NO4 in total, from the OMol25 dataset.

Calculated values
HOMO-LUMO gap: 8.6682 eV
multiplicity: 1
charge: -1

CARTESIAN COORDINATES (ANGSTROEM)
C (0.6063, 0.5701, 1.8970)
N (1.4472, -0.1379, 0.8636)
C (1.2975, -1.5834, 0.9603)
O (0.2672, -2.0801, 0.0323)
H (0.9746, 0.2521, 2.9381)
H (-0.4828, 0.3744, 1.6981)
H (0.7946, 1.6370, 1.7759)
H (1.3129, 0.1840, -0.1771)
H (0.8392, -2.0212, 1.9710)
H (2.3636, -1.9745, 0.7624)
H (-2.2759, 0.5016, -1.4387)
H (-1.7972, -1.0310, -1.6053)
O (-2.4665, -0.2805, -1.8218)
H (0.5530, 0.7418, -2.2687)
H (0.3370, -1.3409, -0.7696)
O (0.1305, 0.4758, -1.5064)
H (-0.8653, 1.4070, -1.5103)
H (-1.4784, 2.1422, -0.4839)
O (-1.5577, 2.1634, -1.3168)

Results of the Löwdin charge analysis, in e, for atoms 1 through 8: atom 1 (C): -0.1519, atom 2 (N): -0.1667, atom 3 (C): -0.3513, atom 4 (O): -0.1935, atom 5 (H): 0.0783, atom 6 (H): 0.0782, atom 7 (H): 0.0515, atom 8 (H): 0.0895

Which structure wins on stability? P) wins.

P) The following is a quantum chemistry calculation of the molecule C6H4N2O, from the OMol25 dataset.

Calculated values
HOMO-LUMO gap: 9.1362 eV
multiplicity: 1

CARTESIAN COORDINATES (ANGSTROEM)
C (-1.6085, 2.0350, 0.8512)
C (-0.6139, 1.2937, 0.4016)
O (-0.3075, 0.1040, 1.0404)
C (0.4401, -0.7537, 0.2774)
C (1.3524, -1.5389, 1.0617)
N (1.9690, -2.2251, 1.7756)
C (0.3738, -0.7527, -1.0864)
C (1.1032, -1.7267, -1.8793)
N (1.5511, -2.5608, -2.5167)
H (-1.8841, 2.9824, 0.3570)
H (-2.1259, 1.7778, 1.7951)
H (0.0718, 1.5438, -0.3807)
H (-0.3217, -0.1788, -1.6968)

Results of the Löwdin charge analysis, in e, for atoms 1 through 8: atom 1 (C): 0.0563, atom 2 (C): -0.2120, atom 3 (O): -0.0029, atom 4 (C): -0.2656, atom 5 (C): -0.1068, atom 6 (N): 0.2027, atom 7 (C): -0.0132, atom 8 (C): -0.2174

Q) The following is a quantum chemistry calculation of the molecule C6H4N2O, from the OMol25 dataset.

Calculated values
HOMO-LUMO gap (spin up / spin down): 6.1700 / 6.2951 eV
multiplicity: 1

CARTESIAN COORDINATES (ANGSTROEM)
C (0.8823, 1.3183, 0.1679)
C (-1.6949, -1.6065, 0.4160)
C (-0.5001, 1.4371, 0.0331)
C (0.8711, -2.3165, -0.1740)
C (-0.8013, -0.7708, -0.0793)
C (1.5789, 0.0599, 0.0988)
N (-1.3360, 0.4064, -0.1753)
N (0.5842, -1.0792, -0.0760)
O (2.7304, -0.2840, 0.0807)
H (1.5940, 2.1124, 0.2241)
H (-2.7941, -1.5886, 0.4884)
H (-0.8869, 2.3654, 0.0942)
H (1.9309, -2.7838, -0.0852)

Results of the Löwdin charge analysis, in e, for atoms 1 through 8: atom 1 (C): 0.0223, atom 2 (C): 0.2948, atom 3 (C): -0.0809, atom 4 (C): 0.1476, atom 5 (C): -0.5032, atom 6 (C): -0.3766, atom 7 (N): 0.1058, atom 8 (N): -0.0490

Which structure wins on stability? P) wins.